{
  "formula": "C26H37AsIrN2O19P2S",
  "method": "the ωB97M-V functional and the def2-TZVPD basis",
  "elements": ["Ir", "As", "S", "P", "P", "O", "O", "O", "O", "O", "O", "O", "O", "O", "O", "O", "O", "O", "O", "O", "O", "O", "O", "O", "N", "N", "C", "C", "C", "C", "C", "C", "C", "C", "C", "C", "C", "C", "C", "C", "C", "C", "C", "C", "C", "C", "C", "C", "C", "C", "C", "C", "H", "H", "H", "H", "H", "H", "H", "H", "H", "H", "H", "H", "H", "H", "H", "H", "H", "H", "H", "H", "H", "H", "H", "H", "H", "H", "H", "H", "H", "H", "H", "H", "H", "H", "H", "H", "H"],
  "positions_angstrom": [[-1.540, -1.014, 1.037], [-3.938, 0.891, 2.659], [-4.472, -0.692, -0.198], [1.454, -0.705, 2.012], [0.255, 1.508, 0.065], [0.499, 1.172, -1.454], [-1.070, 1.214, 0.648], [-0.110, -1.479, -0.345], [-5.149, -1.187, -1.366], [-2.990, -0.984, -0.349], [2.112, -1.113, -3.576], [-2.631, -4.743, 0.119], [-4.970, -1.049, 1.101], [-2.020, -5.592, -4.569], [-0.410, -4.651, -5.642], [0.547, 3.073, 0.193], [0.083, -1.141, 2.387], [2.411, -1.717, 1.307], [-3.201, 2.299, 3.472], [-2.580, -0.073, 2.457], [2.169, -0.346, 3.385], [-1.806, -2.974, 1.149], [-5.152, 0.444, 3.641], [2.284, -1.215, -1.431], [1.726, -1.497, -2.480], [-1.106, -4.794, -4.649], [-4.515, 1.081, -0.229], [-4.295, 1.776, 0.953], [-4.731, 1.742, -1.427], [0.272, -3.125, -3.529], [-0.273, -2.353, -1.265], [1.600, 0.808, 1.044], [0.347, 2.064, -3.665], [-0.463, 1.733, -2.432], [0.561, -2.359, -2.417], [-1.585, 0.762, -2.706], [-4.721, 3.130, -1.452], [-0.804, -3.981, -3.480], [4.188, -1.093, 4.416], [3.760, 1.351, 3.971], [-4.495, 3.838, -0.281], [2.661, 4.175, 0.509], [1.617, 3.750, -0.508], [-2.017, -3.697, 0.076], [-1.296, -3.345, -1.215], [3.586, -0.070, 3.474], [3.967, -3.495, 1.388], [1.011, 4.939, -1.226], [-1.562, -4.121, -2.315], [1.532, -3.977, 0.959], [-4.284, 3.165, 0.917], [2.534, -3.126, 1.702], [2.201, 4.805, 1.271], [-4.917, 1.156, -2.317], [0.248, 4.623, -1.933], [-0.874, 2.645, -1.988], [4.672, -2.859, 1.926], [-2.323, 1.254, -3.341], [4.151, -4.533, 1.667], [1.159, 2.757, -3.441], [2.058, 3.062, -1.233], [0.885, -3.051, -4.413], [-2.077, 0.442, -1.788], [1.653, -5.020, 1.258], [4.031, -0.184, 2.481], [4.035, -2.103, 4.037], [4.143, -3.382, 0.318], [1.679, 1.571, 1.823], [-2.350, -4.857, -2.249], [3.325, 2.074, 3.281], [-1.216, -0.116, -3.234], [3.275, 1.468, 4.940], [3.113, 3.312, 0.999], [1.703, -3.896, -0.115], [4.821, 1.579, 4.080], [0.551, 5.612, -0.501], [-0.306, 2.521, -4.411], [-4.095, 3.716, 1.828], [3.713, -1.016, 5.395], [1.784, 5.484, -1.770], [-4.896, 3.655, -2.383], [0.780, 1.156, -4.087], [2.349, -3.184, 2.779], [3.454, 4.740, 0.018], [0.513, -3.674, 1.189], [5.259, -0.921, 4.531], [-3.539, 2.235, 4.374], [2.533, 0.804, 0.473], [-4.487, 4.921, -0.294]],
  "e_tot_ev": -162539.260,
  "relative_energy_kj_mol": 0.0,
  "charge": -1,
  "homo_ha": -0.20008,
  "fmax_ev_per_a": 1.63
}

{
  "formula": "C26H37AsNO8P2SZn",
  "method": "the ωB97M-V functional and the def2-TZVPD basis",
  "elements": ["As", "Zn", "S", "P", "P", "O", "O", "O", "O", "O", "O", "O", "O", "N", "C", "C", "C", "C", "C", "C", "C", "C", "C", "C", "C", "C", "C", "C", "C", "C", "C", "C", "C", "C", "C", "C", "C", "C", "C", "C", "H", "H", "H", "H", "H", "H", "H", "H", "H", "H", "H", "H", "H", "H", "H", "H", "H", "H", "H", "H", "H", "H", "H", "H", "H", "H", "H", "H", "H", "H", "H", "H", "H", "H", "H", "H", "H"],
  "positions_angstrom": [[2.305, 0.054, -0.217], [-0.798, -0.938, -0.032], [-2.547, 1.328, 0.150], [-3.290, -2.553, -1.180], [-3.061, -1.935, 1.840], [-1.059, 1.017, -0.090], [-3.219, -3.044, 3.046], [1.022, -1.053, -0.280], [-1.797, -2.286, -1.252], [-4.215, -1.412, -1.280], [-4.146, -0.947, 2.009], [-1.567, -1.697, 1.578], [-3.654, -3.856, -1.969], [-2.530, -4.326, 0.775], [-4.956, -3.640, 0.765], [4.031, 0.399, 3.630], [2.264, 3.659, -3.072], [-2.501, 2.997, 0.868], [3.659, -2.249, -1.030], [1.669, 2.730, -0.943], [3.858, -0.933, -0.765], [-3.101, 1.717, -1.528], [5.776, -2.300, -2.051], [1.717, 3.815, -1.811], [5.004, -0.237, -1.147], [2.183, 1.548, -1.391], [-3.532, -3.154, 0.549], [-1.677, 2.939, 2.160], [2.930, 0.451, 4.484], [2.651, 1.368, -2.705], [-1.984, 2.160, -2.460], [2.518, 0.529, 1.712], [4.629, -3.023, -1.656], [3.818, 0.465, 2.252], [-2.186, 1.985, 3.221], [2.774, 2.459, -3.536], [-1.144, 1.155, -3.222], [5.960, -0.947, -1.847], [1.634, 0.523, 3.993], [1.446, 0.575, 2.607], [-2.048, 0.954, 2.902], [4.548, -4.079, -1.860], [-1.798, 0.479, -3.807], [3.082, 0.502, 5.548], [-0.481, 1.677, -3.907], [-1.919, 3.607, 0.183], [-5.547, -2.774, 0.946], [4.739, 0.425, 1.611], [-1.321, 2.825, -1.968], [2.451, 4.574, -3.667], [1.271, 2.804, 0.085], [-2.793, -4.695, 1.724], [-5.142, -4.323, 1.618], [0.736, 0.586, 4.618], [-3.267, 2.010, 3.485], [-0.677, 2.540, 1.891], [-2.505, 2.733, -3.245], [5.060, 0.812, -0.949], [-3.693, 0.847, -1.880], [-4.040, -2.855, 3.496], [5.010, 0.284, 4.016], [-2.607, -5.125, 0.143], [1.452, 4.866, -1.533], [-0.533, 0.462, -2.587], [-4.139, -3.715, -2.800], [-5.294, -4.153, -0.171], [-1.588, 3.964, 2.494], [6.493, -2.804, -2.632], [-1.583, -3.999, 0.699], [6.882, -0.515, -2.184], [-3.800, 2.524, -1.457], [-3.515, 3.321, 0.948], [2.764, -2.741, -0.646], [0.423, 0.704, 2.199], [3.137, 2.389, -4.561], [-1.619, 2.151, 4.150], [2.980, 0.396, -3.068]],
  "e_tot_ev": -184102.948,
  "relative_energy_kj_mol": 3.0,
  "charge": 1,
  "homo_ha": -0.43903,
  "fmax_ev_per_a": 3.02
}

{
  "formula": "C26H37Br2F4N2O8",
  "method": "the ωB97M-V functional and the def2-TZVPD basis",
  "elements": ["Br", "Br", "F", "F", "F", "F", "O", "O", "O", "O", "O", "O", "O", "O", "N", "N", "C", "C", "C", "C", "C", "C", "C", "C", "C", "C", "C", "C", "C", "C", "C", "C", "C", "C", "C", "C", "C", "C", "C", "C", "C", "C", "H", "H", "H", "H", "H", "H", "H", "H", "H", "H", "H", "H", "H", "H", "H", "H", "H", "H", "H", "H", "H", "H", "H", "H", "H", "H", "H", "H", "H", "H", "H", "H", "H", "H", "H", "H", "H"],
  "positions_angstrom": [[0.055, -5.897, 1.248], [1.319, -2.274, 3.187], [1.275, -2.091, 0.416], [-0.003, 2.124, 0.547], [-1.102, -3.672, 2.448], [2.139, -4.121, 1.269], [-1.100, -0.461, 1.679], [-0.649, 0.488, 7.785], [-1.104, 2.125, 9.215], [-4.908, 0.031, -1.430], [5.506, 1.190, -2.298], [-1.516, 0.659, -4.200], [-3.060, 0.269, 1.764], [4.680, 2.456, -3.924], [-1.997, 0.356, 2.328], [-1.851, -1.220, -0.673], [-1.439, 0.349, -2.803], [-0.354, -3.916, 1.237], [5.904, -0.081, -1.761], [5.184, 1.402, -3.587], [-1.056, -0.528, 6.857], [-4.318, -1.930, -2.971], [-0.085, 2.809, -2.364], [3.139, 3.081, -0.523], [7.397, -0.294, -1.922], [-1.234, -0.224, 0.238], [-2.692, -2.085, -3.107], [-1.476, 1.421, 8.302], [3.838, 2.792, 0.568], [-0.754, 1.405, -1.856], [-1.149, -3.605, -0.131], [1.519, 2.475, -2.510], [-2.330, -2.505, -0.007], [2.474, 3.633, -1.909], [1.073, -3.141, 1.381], [-0.638, 1.149, -0.278], [5.541, 0.359, -4.606], [-4.773, -0.362, -2.837], [-5.114, 1.486, -1.405], [-0.987, -0.017, 5.430], [-1.991, -0.982, -2.130], [-2.821, 1.631, 7.667], [-3.253, 0.727, 7.242], [6.531, 0.578, -5.012], [7.705, -1.234, -1.458], [-5.829, -0.317, -3.337], [-3.517, 1.969, 8.437], [-0.348, -1.352, 6.974], [-2.738, 2.400, 6.896], [-5.831, 1.682, -0.504], [-2.453, -1.907, -4.224], [5.662, -0.054, -0.696], [-1.673, 0.818, 5.270], [7.687, -0.317, -2.975], [1.738, 2.183, -3.601], [-2.323, -3.146, -2.810], [-4.148, 2.073, -1.185], [1.948, 4.627, -1.676], [-4.859, -2.443, -3.867], [-0.305, 3.594, -1.547], [0.018, 0.350, 5.204], [5.515, -0.659, -4.222], [7.952, 0.526, -1.458], [3.367, 3.774, -2.658], [-1.239, -0.812, 4.724], [-2.040, -0.927, 7.110], [-5.593, 1.784, -2.413], [-0.447, -3.251, -0.995], [1.721, 1.521, -1.867], [4.807, 0.399, -5.414], [-4.734, -2.445, -2.017], [5.318, -0.896, -2.191], [-1.635, -4.586, -0.533], [-1.356, -0.151, -4.751], [-3.239, -2.938, -0.596], [4.412, 2.936, 1.564], [-2.713, -2.318, 1.061], [-0.543, 3.176, -3.356], [-4.107, 0.353, -3.453]],
  "e_tot_ev": -197854.989,
  "charge": 1,
  "homo_ha": -0.42014,
  "fmax_ev_per_a": 7.19
}